1.
C17H35BF4GeIrN2O3 as an isolated structure, computed with the ωB97M-V functional and the def2-TZVPD basis.

Calculated values
Total energy, eV: -98212.036
LUMO energy (spin up / spin down), Ha: -0.2743 / -0.3708
Orbital gap (spin up / spin down), eV: 8.8 / 6.2
Energy relative to the best compared isomer or geometry (same formula, charge and spin), kJ/mol: 0.0
M, g mol⁻¹: 667.109

Geometry as ORCA input:
```
! RIJCOSX wB97M-V def2-TZVPD def2/J DEFGRID3
* xyz 2 2
C -3.4285 -0.9783 -0.0202
O -0.7869 1.1533 0.4236
H -5.1094 -4.3665 1.4858
H 3.0777 2.2588 -0.2791
H -5.4119 -1.8670 0.2476
C 3.2460 -0.1450 1.0030
C -0.9199 1.7340 1.7928
H -1.5344 -3.3599 0.8753
H 2.9295 -0.8060 -2.3904
C -0.2610 -1.6103 -3.2491
C -1.6934 0.7587 2.6555
H -2.8904 -0.9984 -2.8512
H 4.3177 -1.1398 -1.3565
C -4.0778 -4.4170 1.1471
H -1.7834 1.1748 3.6588
F 0.0124 -4.1000 1.1544
H 0.9991 1.0344 2.4984
C -3.7142 0.4052 -0.4799
N -2.3262 -2.7647 0.6321
H 4.4732 1.3969 -0.9063
H -0.8049 -2.3442 -2.6538
H -3.4516 -4.8157 1.9449
N -2.1529 -1.4835 0.1894
C -0.1432 0.7763 -4.0046
H -4.0312 -5.1105 0.3032
C -4.3392 -1.9487 0.2995
F 0.3551 -1.8384 1.5565
F 0.4113 -2.5954 -0.5581
C 3.3840 1.4315 -0.9248
Ge 0.3429 1.8143 -1.1164
C 2.8415 0.1021 -0.4334
H -0.2064 0.4822 -5.0521
Ir -0.3798 -0.7135 -0.0813
H -2.8288 0.9123 -0.8409
H 2.9338 0.6773 1.6442
H -1.1715 -0.1953 2.7532
H 3.0917 1.6369 -1.9583
H -2.4968 -0.5685 -4.5126
H 0.9197 0.8110 -3.7460
H -4.4636 0.3757 -1.2706
H -0.5808 1.7735 -3.9218
H 0.4033 2.4787 3.3124
H -1.1234 3.6971 0.9007
H -2.6662 2.8570 1.1593
O 1.3401 0.2398 -0.5171
O -0.7789 0.2818 -1.7449
C -0.8863 -0.2364 -3.1500
C -2.3663 -0.2687 -3.4724
H 2.8028 -1.9763 -1.0551
C -3.6139 -3.0815 0.7141
H -2.7016 0.5915 2.2757
H 1.0560 2.6218 1.6869
B 0.8318 -3.0764 0.8122
H -1.7830 3.5490 2.5237
H 0.7883 -1.6022 -2.9541
H -0.3158 -1.9391 -4.2869
C 0.4714 1.9759 2.3480
H -4.1421 0.9765 0.3458
F 2.1359 -3.2478 0.8961
H -2.8201 0.7136 -3.3450
H 4.3344 -0.1971 1.0465
C -1.6729 3.0321 1.5702
H 2.8632 -1.0834 1.3910
C 3.2333 -1.0272 -1.3659
*
```

Results of the Löwdin charge analysis, in e, for atoms 1 through 2: -0.252 -0.493

=====

2.
The molecule C4H8O3, computed with the ωB97M-V functional and the def2-TZVPD basis.

Calculated values
Total energy, eV: -10417.668
LUMO energy, Ha: 0.0321
Orbital gap, eV: 9.4
Energy relative to the best compared isomer or geometry (same formula, charge and spin), kJ/mol: 321.9
M, g mol⁻¹: 104.105

Geometry as ORCA input:
```
! RIJCOSX wB97M-V def2-TZVPD def2/J DEFGRID3
* xyz 0 1
H 1.9411 0.2937 -1.4289
C 0.8002 0.8618 0.4133
O 2.2272 -0.9016 0.2848
H 1.4656 -1.3792 -0.1624
H 1.5728 -0.3847 1.0609
O -0.2328 -0.9973 -0.6012
H -2.7264 -0.4079 -1.0728
H -2.5570 -1.2278 0.4939
H 2.9020 1.0855 -0.1296
H -3.5328 0.2724 0.3760
H 0.6610 1.8606 0.8111
C -0.3398 0.0951 -0.0135
O -1.5429 0.5853 0.3202
C 2.0136 0.4979 -0.3584
C -2.6518 -0.2538 0.0064
*
```

Results of the Löwdin charge analysis, in e, for atoms 1 through 2: 0.120 -0.112

=====

total energy of number 1 (C17H35BF4GeIrN2O3)?
-98212.036 eV

=====

Copy entry 2 word for word.
The molecule C4H8O3, computed with the ωB97M-V functional and the def2-TZVPD basis.

Calculated values
Total energy, eV: -10417.668
LUMO energy, Ha: 0.0321
Orbital gap, eV: 9.4
Energy relative to the best compared isomer or geometry (same formula, charge and spin), kJ/mol: 321.9
M, g mol⁻¹: 104.105

Geometry as ORCA input:
```
! RIJCOSX wB97M-V def2-TZVPD def2/J DEFGRID3
* xyz 0 1
H 1.9411 0.2937 -1.4289
C 0.8002 0.8618 0.4133
O 2.2272 -0.9016 0.2848
H 1.4656 -1.3792 -0.1624
H 1.5728 -0.3847 1.0609
O -0.2328 -0.9973 -0.6012
H -2.7264 -0.4079 -1.0728
H -2.5570 -1.2278 0.4939
H 2.9020 1.0855 -0.1296
H -3.5328 0.2724 0.3760
H 0.6610 1.8606 0.8111
C -0.3398 0.0951 -0.0135
O -1.5429 0.5853 0.3202
C 2.0136 0.4979 -0.3584
C -2.6518 -0.2538 0.0064
*
```

Results of the Löwdin charge analysis, in e, for atoms 1 through 2: 0.120 -0.112

=====

Among the records above, which one has the lowest energy relative to the best compared isomer or geometry (same formula, charge and spin)?
C17H35BF4GeIrN2O3